1.
A molecular structure, C35H47GeN5O8ReS3Se, computed with ωB97M-V/def2-TZVPD.

As for the expectation value of S²: 3.7783. The value obtained for the electronic energy is -217387.6604 eV. The energy above the lowest of the compared OMol25 structures with the same formula, charge and spin is 1.201 eV. The multiplicity is 4.

Element x y z (Å)
Re1 0.4731 -0.5162 0.5747
C1 -1.6676 1.5232 -1.3933
C2 -1.8945 0.5761 -0.2777
N1 -1.2338 0.7329 0.8669
N2 -1.9793 0.3661 1.9912
C3 -1.3411 -0.1632 2.9691
S1 0.3565 -0.5893 2.9426
S2 -2.1575 -0.4367 4.4863
C4 -3.8441 0.1302 4.1100
C5 -4.0064 1.6229 4.0173
C6 -4.4457 2.2117 2.8375
C7 -4.6075 3.5861 2.7541
C8 -4.3210 4.3891 3.8487
C9 -3.8846 3.8080 5.0303
C10 -3.7327 2.4326 5.1133
C11 -2.7959 -0.5484 -0.3714
C12 -4.0470 -0.5275 -0.9939
C13 -4.8269 -1.6623 -1.0169
C14 -4.3332 -2.8380 -0.4432
C15 -3.0780 -2.8974 0.1233
C16 -2.2692 -1.7559 0.1512
O1 -1.0202 -1.8669 0.5869
H1 -0.7538 2.0926 -1.2546
H2 -1.6738 1.0209 -2.3601
H3 -2.5094 2.2246 -1.3744
H4 -4.1777 -0.3656 3.1998
H5 -4.4180 -0.2693 4.9487
H6 -4.6561 1.5859 1.9801
H7 -4.9559 4.0326 1.8314
H8 -4.4424 5.4622 3.7832
H9 -3.6685 4.4263 5.8915
H10 -3.3855 1.9845 6.0369
H11 -4.4071 0.4000 -1.4216
H12 -5.8061 -1.6496 -1.4724
H13 -4.9433 -3.7318 -0.4609
H14 -2.6839 -3.8195 0.5269
C17 -2.2080 -2.0141 -3.8878
C18 -0.9387 -2.7637 -4.2671
C19 0.3358 -2.0549 -3.7924
C20 1.6111 -2.9143 -4.0731
C21 1.8102 -3.3345 -5.5214
C22 0.5015 -0.7527 -4.5227
O2 0.2967 -0.5918 -5.7005
N3 0.9955 0.2763 -3.7494
C23 1.0181 0.3552 -2.3740
O3 1.3927 1.3937 -1.8609
N4 0.5897 -0.7190 -1.6186
C24 0.2926 -1.9141 -2.2703
O4 0.0421 -2.9287 -1.6424
H15 -3.0914 -2.5429 -4.2431
H16 -2.2270 -1.0160 -4.3324
H17 -2.3050 -1.9177 -2.8040
H18 -0.8707 -2.8631 -5.3493
H19 -0.9445 -3.7641 -3.8331
H20 1.5217 -3.7945 -3.4343
H21 2.4896 -2.3634 -3.7218
H22 1.0551 -4.0528 -5.8377
H23 2.7831 -3.8149 -5.6184
H24 1.7804 -2.4886 -6.2055
H25 1.2333 1.1360 -4.2258
C25 -0.0436 3.2204 3.4317
Ge1 0.0521 4.1123 1.7045
C26 -1.7089 4.3167 0.8692
C27 0.8095 5.8990 1.9546
C28 1.3335 3.2085 0.4685
Se1 2.0563 1.5201 1.0981
C29 3.6889 1.4381 0.0457
H26 -0.8595 3.6478 4.0162
H27 0.8878 3.3607 3.9791
H28 -0.2242 2.1553 3.3305
H29 -2.0111 5.3611 0.9538
H30 -2.4572 3.7030 1.3700
H31 -1.6903 4.0638 -0.1890
H32 0.1395 6.5127 2.5569
H33 0.9459 6.3938 0.9925
H34 1.7756 5.8530 2.4563
H35 2.2200 3.8475 0.4532
H36 0.9837 3.0989 -0.5526
H37 3.5678 2.0873 -0.8153
H38 3.8641 0.4146 -0.2681
H39 4.4952 1.7648 0.6962
N5 1.5090 -2.4069 0.6074
C30 2.9071 -2.6505 0.2933
C31 3.5179 -1.9880 -0.7606
C32 4.8709 -2.1723 -0.9824
C33 5.6140 -3.0070 -0.1606
C34 4.9831 -3.7068 0.8547
C35 3.6241 -3.5341 1.0841
S3 7.3984 -3.0850 -0.3853
O5 7.5467 -3.3728 -1.7987
O6 7.8173 -4.1385 0.5184
O7 7.7972 -1.7417 0.0045
H40 1.2938 -2.8071 1.5185
H41 0.9086 -2.9011 -0.0780
H42 2.9495 -1.3103 -1.3822
H43 5.3783 -1.6521 -1.7848
H44 5.5804 -4.3677 1.4680
H45 3.1326 -4.0604 1.8949
O8 3.5372 -0.6834 2.3021
H46 3.4306 -0.7546 3.2574
H47 4.3525 -1.1652 2.1017


2.
A single C4H7N3 molecule in a non-equilibrium geometry, computed with ωB97M-V/def2-TZVPD.

The value obtained for the electronic energy is -8727.9236 eV. The SMILES is Nc1cc[nH]c1N. The energy above the lowest of the compared OMol25 structures with the same formula, charge and spin is 3.756 eV. The multiplicity is 1.

Element x y z (Å)
N1 1.3215 -1.5151 0.3231
C1 0.6930 -0.2170 0.1392
C2 0.9344 0.9482 0.6839
C3 -0.2650 1.8285 0.4257
N2 -1.0610 1.0569 -0.3503
C4 -0.5644 -0.1957 -0.4861
N3 -0.9908 -1.4473 -0.7679
H1 2.3219 -1.4282 0.0380
H2 1.2474 -1.4037 1.5127
H3 1.4870 1.2616 1.4532
H4 -0.5559 2.8944 0.7398
H5 -2.1756 1.4211 -0.3266
H6 -0.3443 -2.0984 -0.6887
H7 -1.6570 -1.4927 -1.7381


3.
14 unconnected molecules or ions with the total composition C85H189B2F8N9O8 in a non-equilibrium geometry, computed with ωB97M-V/def2-TZVPD.

The value obtained for the electronic energy is -144072.6439 eV. The multiplicity is 1. The total charge is +4.

Element x y z (Å)
C1 25.1415 23.0755 21.6741
C2 26.1663 22.6452 20.6076
N1 27.1026 21.5711 21.0888
C3 26.2892 20.3415 21.4834
C4 28.0770 21.1903 20.0529
C5 27.5466 20.3573 18.9428
C6 27.7846 22.0789 22.3495
C7 28.5590 23.3626 22.2476
O1 29.6213 23.1323 21.3820
C8 30.7360 24.1273 21.3984
H1 24.8340 22.3212 22.3583
H2 24.2239 23.4134 21.1780
H3 25.5426 23.9333 22.2494
H4 26.8130 23.4932 20.3543
H5 25.7368 22.1913 19.7256
H6 25.7058 20.0490 20.6779
H7 25.6490 20.6234 22.3791
H8 27.0152 19.5936 21.7152
H9 28.9720 20.8273 20.5296
H10 28.4379 22.1529 19.6608
H11 26.7643 20.9238 18.3776
H12 27.0677 19.3950 19.2140
H13 28.3647 20.0867 18.3199
H14 28.5288 21.2449 22.5701
H15 27.0244 21.9774 23.1325
H16 28.9965 23.6422 23.2463
H17 27.9250 24.2344 21.9074
H18 30.3936 25.0861 21.1760
H19 31.5216 23.6688 20.7213
H20 31.1303 24.1969 22.4631
C9 12.2374 11.3617 13.8112
C10 11.5877 12.7148 13.6271
N2 10.8717 13.2801 14.9085
C11 10.4990 14.7364 14.6758
C12 9.6086 12.4178 15.1227
C13 8.4718 12.7179 14.1356
C14 11.7370 13.1938 16.1341
C15 13.0479 14.0459 16.1070
O2 14.0086 13.4117 15.3071
C16 15.3288 13.7980 15.4579
H21 12.6359 10.9065 12.8580
H22 11.5359 10.6324 14.2318
H23 13.1071 11.4148 14.4620
H24 10.8126 12.7849 12.8728
H25 12.3996 13.4469 13.4278
H26 9.8595 14.8309 13.7767
H27 11.4006 15.3353 14.4986
H28 10.0341 15.0977 15.5633
H29 9.2256 12.5566 16.0845
H30 9.9729 11.3984 14.9692
H31 8.8537 12.8546 13.0990
H32 8.0462 13.6487 14.4321
H33 7.6679 11.9832 14.1221
H34 11.9268 12.0981 16.2813
H35 11.1056 13.5068 16.9788
H36 13.4556 14.1766 17.1261
H37 12.8374 15.1201 15.8183
H38 15.7935 13.4263 14.5246
H39 15.7932 13.4295 16.4110
H40 15.3978 14.9190 15.5380
C17 28.2358 14.0237 28.3293
C18 28.0102 15.0838 27.1187
C19 26.4690 15.3396 26.9876
N3 26.0296 16.2349 25.8882
C20 26.2227 15.5880 24.5651
C21 25.6602 16.4438 23.4001
C22 24.1575 16.6245 23.4654
C23 23.9242 17.2398 24.8959
C24 24.5316 16.3981 26.0875
C25 26.6794 17.5132 26.0385
H41 27.2536 13.8261 28.7990
H42 28.8030 14.5493 29.0824
H43 28.7550 13.1555 27.9780
H44 28.3993 14.6496 26.2168
H45 28.5464 15.9906 27.2543
H46 26.1339 15.8258 27.9357
H47 25.9182 14.4567 26.9523
H48 25.7155 14.6527 24.6959
H49 27.2648 15.4010 24.5839
H50 26.0082 16.0262 22.4705
H51 26.1562 17.4025 23.4487
H52 23.5579 15.6955 23.3208
H53 23.7604 17.4095 22.7729
H54 22.8335 17.3489 25.1284
H55 24.3045 18.2539 24.9835
H56 24.1004 15.3293 26.1223
H57 24.2731 16.9130 27.0497
H58 26.3168 17.8806 27.0019
H59 26.3012 18.2336 25.2735
H60 27.7679 17.4810 25.9664
C26 22.0613 12.1581 19.4501
C27 23.2987 11.6911 20.3608
C28 24.4973 12.1004 19.5049
N4 25.8810 11.9052 20.1198
C29 25.8013 12.5167 21.5297
C30 27.1855 12.4484 22.1618
C31 28.2102 12.9839 21.2556
C32 28.3242 12.1721 20.0099
C33 27.0051 12.3759 19.3343
C34 25.9593 10.4230 20.3431
H61 21.8629 11.4844 18.6240
H62 22.2776 13.1701 19.0664
H63 21.1690 12.1786 20.0564
H64 23.3413 10.5893 20.5208
H65 23.2294 12.1755 21.3217
H66 24.5875 13.1387 19.2185
H67 24.5058 11.4801 18.5315
H68 25.4237 13.5640 21.2542
H69 25.0394 11.9591 22.0673
H70 27.2509 13.0329 23.0527
H71 27.4907 11.5090 22.5716
H72 27.8818 13.9758 20.9513
H73 29.0963 13.1406 21.8192
H74 29.1010 12.5469 19.2774
H75 28.5221 11.0485 20.2162
H76 26.9533 13.3893 19.0845
H77 26.8853 11.7378 18.4650
H78 25.1546 10.0957 20.9999
H79 26.8648 10.2194 20.9178
H80 26.1345 9.7978 19.4788
C35 27.1394 15.7148 15.1567
C36 26.5504 14.3929 14.6816
C37 25.2526 14.0074 15.3348
N5 24.3928 13.0527 14.4761
C38 25.1711 11.8402 13.9341
C39 24.1179 11.0679 13.1582
C40 23.5285 11.8404 11.9948
C41 22.9071 13.1844 12.4261
C42 23.8555 13.8937 13.3150
C43 23.2712 12.5968 15.4443
H81 28.1068 15.8992 14.7117
H82 27.1563 15.8108 16.2370
H83 26.4559 16.5310 14.9349
H84 27.3085 13.5438 14.5425
H85 26.3479 14.5615 13.5762
H86 24.5624 14.8006 15.5876
H87 25.4723 13.4105 16.2311
H88 25.8733 12.2054 13.2176
H89 25.6334 11.2446 14.7269
H90 24.6766 10.2414 12.7498
H91 23.3864 10.5445 13.7767
H92 24.3236 12.0489 11.2602
H93 22.8157 11.2183 11.4253
H94 22.8464 13.9618 11.6134
H95 21.9573 12.9600 12.8549
H96 24.7129 14.2189 12.7668
H97 23.4100 14.6938 13.8675
H98 22.3735 12.0990 15.0663
H99 22.9779 13.4568 16.0585
H100 23.8256 11.8455 16.0001
C44 19.7573 25.5872 16.8668
C45 20.4843 24.9457 18.0351
C46 20.6092 25.9214 19.2080
N6 21.6173 25.3912 20.2492
C47 21.4922 26.3627 21.3766
C48 20.1057 26.2778 22.1032
C49 19.8728 24.9254 22.6240
C50 19.9742 23.9106 21.5103
C51 21.2994 23.9613 20.7804
C52 22.9789 25.5054 19.6812
H101 19.4564 24.8985 16.1314
H102 20.4092 26.3812 16.4533
H103 18.8755 26.1578 17.1534
H104 21.4672 24.4738 17.8823
H105 19.9024 24.0842 18.3604
H106 19.6682 26.0638 19.7194
H107 20.9983 26.9282 18.9057
H108 21.6153 27.3459 20.9212
H109 22.2687 26.1388 22.0896
H110 19.3186 26.6085 21.4690
H111 20.0558 27.0109 22.9285
H112 18.8836 24.9415 23.1289
H113 20.5790 24.6379 23.4358
H114 19.1482 24.1162 20.7766
H115 19.8530 22.9419 21.9762
H116 21.3675 23.2627 19.9662
H117 22.1583 23.7513 21.3852
H118 23.6858 25.5508 20.4626
H119 23.1055 26.4727 19.2264
H120 23.2842 24.8016 18.9685
C53 21.4958 16.0145 20.5460
C54 21.8498 17.4874 20.3140
C55 22.4239 17.6674 18.8410
N7 22.5519 19.0319 18.3098
C56 22.7971 18.9160 16.8278
C57 22.6720 20.1074 15.9096
C58 21.3455 20.7605 16.1128
C59 21.3674 21.0692 17.6734
C60 21.2973 19.7739 18.5354
C61 23.6977 19.7446 18.9756
H121 22.2485 15.3220 20.1988
H122 20.6288 15.7534 19.9219
H123 21.2731 15.8023 21.6214
H124 22.5032 17.9087 21.0709
H125 20.8438 18.0869 20.3596
H126 21.7648 17.0732 18.1612
H127 23.3271 17.1348 18.7174
H128 22.0761 18.1293 16.4936
H129 23.8504 18.4860 16.7148
H130 22.9110 19.7621 14.9028
H131 23.4961 20.8019 15.9608
H132 20.4205 20.1296 15.8143
H133 21.2133 21.7666 15.6595
H134 20.6674 21.8402 17.9660
H135 22.3832 21.3761 17.9112
H136 20.4978 19.0726 18.3466
H137 21.2637 20.0135 19.5939
H138 24.5524 19.1088 18.9454
H139 23.4028 19.9713 19.9990
H140 23.9397 20.6652 18.4893
C62 23.4203 27.0572 13.3783
C63 22.3076 26.0201 13.4884
C64 22.7959 24.6631 13.1204
N8 21.5908 23.6263 12.9932
C65 20.9421 23.6601 11.6442
C66 19.6619 22.8316 11.5262
C67 18.6632 23.1467 12.6422
C68 19.3378 23.0904 13.9828
C69 20.5294 23.9862 14.0707
C70 22.2736 22.2812 13.1987
H141 23.2419 27.9171 14.0052
H142 23.4766 27.3776 12.3302
H143 24.3723 26.6710 13.5649
H144 21.4361 26.3123 12.9436
H145 21.9504 26.0039 14.5673
H146 23.4418 24.4140 14.0053
H147 23.3204 24.6868 12.1112
H148 20.6112 24.7051 11.4881
H149 21.6289 23.5058 10.7703
H150 19.2255 22.9424 10.4648
H151 19.8520 21.7254 11.5437
H152 18.1784 24.1407 12.6208
H153 17.9089 22.3529 12.6041
H154 18.6666 23.3187 14.8204
H155 19.7361 22.0417 14.0910
H156 20.3111 25.0548 13.8290
H157 21.0016 23.9218 15.0332
H158 23.0377 22.2063 12.3853
H159 21.5314 21.4525 13.1394
H160 22.6698 22.2336 14.2168
C71 19.8758 11.7661 28.6787
C72 19.9439 13.1259 27.9121
C73 19.9918 12.8416 26.3844
N9 19.9439 14.1253 25.4857
C74 18.5521 14.6846 25.4178
C75 17.5050 13.7232 24.8494
C76 17.9878 12.9996 23.5944
C77 19.4149 12.6002 23.6070
C78 20.3207 13.7357 24.0415
C79 20.9648 15.0603 25.9377
H161 19.0732 11.1264 28.3193
H162 19.5687 11.9802 29.7198
H163 20.7549 11.2279 28.7525
H164 20.7717 13.6844 28.2188
H165 19.0817 13.6085 28.2291
H166 19.1582 12.2206 26.0671
H167 20.8683 12.2830 26.0290
H168 18.2060 15.1367 26.2980
H169 18.6470 15.5273 24.7648
H170 17.3060 12.9635 25.6413
H171 16.5810 14.3068 24.6085
H172 17.3785 12.1697 23.3076
H173 17.9486 13.6793 22.7367
H174 19.6049 11.7982 24.3567
H175 19.7950 12.3803 22.5705
H176 21.3798 13.4749 24.0686
H177 20.1675 14.6633 23.4190
H178 20.5656 15.4983 26.9290
H179 20.9095 15.7966 25.1169
H180 21.9227 14.6222 26.0102
C80 21.2442 19.9755 23.6014
C81 22.6201 20.2965 22.9020
O3 22.4517 21.1443 21.9773
O4 23.6406 19.7245 23.3105
H181 20.6557 19.2268 23.0595
H182 20.6130 20.8486 23.5845
H183 21.3723 19.7470 24.6394
C82 24.4534 11.3988 25.6463
C83 23.6919 12.5114 24.8510
O5 23.5603 12.3031 23.6431
O6 23.4341 13.4795 25.5645
H184 23.9980 11.4167 26.6570
H185 25.4951 11.6985 25.9328
H186 24.4498 10.4569 25.0323
C84 25.6292 23.8098 16.1514
C85 24.3426 23.4339 16.9465
O7 23.2812 23.6056 16.2626
O8 24.4303 22.9785 18.1190
H187 26.1747 24.5783 16.7444
H188 25.3533 24.0853 15.1393
H189 26.2738 22.9188 16.0719
B1 26.3345 16.2342 19.4545
F1 25.3949 15.2771 20.0879
F2 25.7336 16.6730 18.2179
F3 26.6214 17.3033 20.4022
F4 27.4964 15.4999 19.2498
B2 21.2800 15.5873 15.9104
F5 22.4627 16.1627 15.3790
F6 21.5078 15.1912 17.2318
F7 20.3616 16.5696 15.8975
F8 20.9372 14.4104 15.2151